Density functional theory data (the ωB97M-V functional and the def2-TZVPD basis) for a cluster of 7 separate species, C32H67ClN3O23P2 in total.

XYZ file:
```
128
Properties=species:S:1:pos:R:3:forces:R:3
N -4.49305 0.54311 -1.59565 0.4 -0.3 0.5
C -3.77477 1.79463 -1.58268 0.1 -1.1 0.9
O -4.05494 2.62717 -2.37688 0.2 1.6 -1.7
C -2.63707 2.01533 -0.57602 -1.0 0.0 0.7
C -1.28797 2.35442 -1.22946 -0.4 -0.4 0.1
C -0.69228 1.20397 -2.10060 -0.4 1.0 1.9
Cl 1.09542 1.48262 -2.12481 -0.4 -0.3 -0.5
N -1.17902 1.42310 -3.49047 0.7 -0.2 -1.1
C -0.86089 0.31845 -4.43768 -0.5 -1.2 -1.0
C -1.10745 -1.09916 -3.87847 0.0 0.2 0.7
N -0.63666 -2.04531 -4.89694 -0.6 0.2 0.2
C -0.39284 -1.29315 -2.48931 -1.6 0.7 -0.7
P -0.55559 -3.00972 -1.82442 1.3 -2.1 1.3
O 0.71914 -3.44043 -1.26056 1.1 0.7 -0.2
O -1.63468 -3.11564 -0.63049 -0.6 0.3 -2.1
O -0.98331 -4.11798 -2.94894 -0.5 1.7 0.2
C -1.02239 -0.18751 -1.51944 2.0 -0.9 -1.4
P -0.25003 -0.35086 0.19100 -1.0 -0.1 1.6
O -1.24253 -0.75866 1.20790 -0.5 0.0 -0.3
H -5.43302 0.72859 -1.24284 0.1 -0.2 0.2
H -4.63985 0.25049 -2.55981 -0.1 0.3 0.0
H -2.61910 1.16851 0.12272 0.3 0.1 -0.2
H -2.93008 2.90161 0.03131 0.1 -0.4 -0.4
H -1.42607 3.27766 -1.81040 0.3 -0.2 0.0
H -0.56251 2.55879 -0.43934 -0.2 0.1 -0.2
H -0.69581 2.26022 -3.84048 -0.2 0.0 0.2
H -2.18404 1.63119 -3.55843 0.0 0.0 0.5
H 0.15412 0.36655 -4.84868 0.0 0.4 0.6
H -1.53903 0.43833 -5.29517 0.2 0.1 0.2
H -2.19268 -1.22680 -3.69440 0.2 0.2 -0.1
H -0.65952 -1.60877 -5.81588 0.1 -0.2 0.0
H -1.33414 -2.78576 -4.92873 0.3 -0.1 -0.2
H 0.67496 -1.12046 -2.67333 -0.1 -0.3 0.4
H -1.96377 -4.03350 -0.66043 -0.2 0.2 0.4
H -0.24683 -4.10046 -3.58753 -0.1 -0.4 0.1
H -2.09963 -0.41206 -1.50297 0.2 0.4 0.5
H 0.84251 -1.25193 0.16412 0.0 0.4 -0.8
H 0.23727 0.92231 0.56896 0.4 -0.2 -0.7
C -1.89548 8.91828 1.10766 0.1 -0.2 0.2
C -3.14115 8.25818 0.55302 0.1 0.6 -0.1
O -3.07885 6.82627 0.68135 -0.1 -0.2 0.0
C -3.33361 6.35044 1.90020 0.2 0.1 -0.2
O -3.61571 6.99551 2.87284 -0.1 -0.1 0.0
O -3.19781 5.01675 1.86065 -0.1 -0.1 0.0
C -3.35141 4.38032 3.13493 0.0 -0.2 0.2
H -1.00074 8.49370 0.64905 0.0 0.1 -0.1
H -1.91478 9.99148 0.91932 0.0 0.0 0.0
H -1.80996 8.76145 2.18285 -0.1 0.1 0.0
H -3.22155 8.46332 -0.51356 0.0 -0.3 0.0
H -4.04472 8.64287 1.02620 0.0 -0.2 0.1
H -4.28800 4.66774 3.60822 0.1 0.1 0.0
H -2.50804 4.62555 3.77951 -0.1 0.1 0.0
H -3.36088 3.30606 2.96237 0.0 0.1 -0.2
C 2.49582 9.04816 7.39440 -0.2 0.2 0.1
C 2.16221 7.80444 6.59710 0.5 0.2 0.0
O 0.79776 7.40615 6.79301 -0.1 -0.1 -0.1
C -0.11008 8.11572 6.11978 0.0 0.0 0.2
O 0.11610 9.02892 5.36768 0.0 -0.1 0.0
O -1.31899 7.64479 6.43580 0.1 0.0 -0.1
C -2.40010 8.37578 5.85108 -0.3 0.1 -0.1
H 2.24601 8.90554 8.44688 0.1 -0.1 0.0
H 3.55693 9.28420 7.31058 0.0 -0.1 0.0
H 1.92474 9.90668 7.04151 0.1 0.0 -0.1
H 2.77353 6.97202 6.94346 -0.2 -0.1 0.0
H 2.37033 7.94059 5.53509 -0.2 0.1 0.0
H -2.28138 8.45998 4.77309 0.1 0.0 0.0
H -2.47207 9.36367 6.30544 0.1 0.0 -0.1
H -3.31546 7.82763 6.05785 0.1 -0.1 0.1
C 0.74687 -7.41499 -2.74547 0.2 0.0 0.1
C 0.60545 -7.21343 -4.23964 -0.3 -0.1 0.4
O 1.88399 -7.20634 -4.88497 0.0 0.1 -0.2
C 2.44068 -8.40972 -5.06524 0.1 0.0 0.1
O 1.95957 -9.46596 -4.75092 0.0 0.1 -0.1
O 3.63016 -8.23041 -5.64194 -0.1 0.0 0.0
C 4.38161 -9.43492 -5.81597 0.2 -0.2 -0.1
H 1.43092 -6.67359 -2.32795 -0.1 0.1 0.0
H -0.22303 -7.32248 -2.25527 0.0 0.0 0.0
H 1.15847 -8.39638 -2.51267 -0.1 0.0 -0.1
H 0.15807 -6.23906 -4.43888 0.2 0.0 -0.2
H -0.04594 -7.96596 -4.68565 0.2 -0.1 0.0
H 3.79984 -10.18932 -6.34208 -0.1 0.0 0.1
H 4.70902 -9.81384 -4.84852 -0.1 -0.1 0.0
H 5.25628 -9.18685 -6.41155 -0.1 0.2 0.0
C -8.15717 -7.03011 -0.21131 -0.1 0.3 -0.1
C -6.68957 -7.19226 0.12454 -0.4 -0.4 0.2
O -5.88222 -6.22523 -0.56900 0.2 0.1 0.0
C -5.89276 -4.99679 -0.05722 -0.2 -0.2 -0.1
O -6.49140 -4.63333 0.91913 0.1 0.1 0.0
O -5.12259 -4.21848 -0.83512 0.2 0.0 0.0
C -5.11192 -2.84417 -0.44923 0.0 0.3 0.0
H -8.30703 -7.05436 -1.29198 0.0 -0.1 0.0
H -8.74463 -7.82609 0.24596 0.0 0.0 0.0
H -8.53960 -6.07378 0.14537 0.0 0.0 0.1
H -6.34297 -8.16965 -0.20736 0.2 0.2 -0.1
H -6.51418 -7.13338 1.19892 0.0 0.2 0.0
H -4.85235 -2.72498 0.60122 -0.1 -0.1 0.0
H -6.08624 -2.39893 -0.65427 0.0 0.0 0.2
H -4.36016 -2.33489 -1.04757 0.0 -0.2 -0.1
C 5.89951 0.14454 4.31973 -0.3 0.2 0.1
C 5.52376 -1.11777 3.57196 0.5 0.2 0.0
O 4.21299 -1.57698 3.94216 -0.1 0.0 -0.2
C 3.19596 -0.91980 3.39699 0.2 -0.1 0.2
O 3.27136 0.00522 2.62171 0.0 -0.1 -0.1
O 2.05962 -1.44337 3.85991 0.1 0.1 -0.1
C 0.89717 -0.75424 3.40428 -0.2 0.0 0.1
H 5.79348 -0.00269 5.39553 0.1 -0.1 0.0
H 6.92923 0.42720 4.10024 0.0 -0.1 0.0
H 5.24948 0.97510 4.04321 0.0 0.0 -0.1
H 6.21101 -1.91939 3.83663 -0.2 -0.1 0.1
H 5.58768 -0.97977 2.49189 -0.2 0.0 0.0
H 0.90687 -0.66971 2.31999 0.1 0.0 0.3
H 0.84305 0.23475 3.86120 0.1 0.0 -0.1
H 0.02626 -1.32811 3.70476 0.1 -0.2 0.0
C 5.58571 0.66999 -0.17722 0.2 0.1 0.0
C 4.95425 -0.36418 -1.08530 -0.1 0.1 0.5
O 5.67953 -0.50191 -2.31327 -0.1 -0.1 -0.1
C 6.80635 -1.21846 -2.23318 0.1 0.1 -0.1
O 7.23721 -1.75123 -1.24466 -0.1 0.0 0.0
O 7.37640 -1.22559 -3.43932 -0.1 0.0 0.1
C 8.64432 -1.88650 -3.48176 0.3 -0.1 -0.1
H 5.70568 1.62016 -0.70148 -0.1 0.0 0.0
H 4.96805 0.82796 0.70873 0.0 0.0 0.0
H 6.57802 0.35652 0.14743 -0.1 -0.1 0.0
H 3.94856 -0.04354 -1.36160 0.1 0.0 -0.2
H 4.86067 -1.33062 -0.58803 0.1 0.0 -0.1
H 8.57744 -2.89294 -3.07317 0.0 0.1 0.1
H 9.38733 -1.30416 -2.93813 0.0 -0.1 0.1
H 8.94101 -1.94970 -4.52544 -0.2 0.1 0.0
```
Forces are in eV/Å.

Output
- ΔE to the lowest compared entry with this formula, charge and spin (kJ/mol) = 16.4
- total charge = +1
- HOMO level (Eh) = -0.44200
- energy (eV) = -116930.5180
- maximum force (eV/A) = 2.8
- HOMO-LUMO gap (eV) = 8.8

Here are the Mulliken charges for atoms 1 to 99, given in e: -0.266 -0.254 -0.501 0.295 -1.690 0.652 -0.010 0.206 -1.473 0.507 -0.669 0.011 0.675 -0.758 -0.448 -0.543 -0.859 0.557 -0.788 0.312 0.256 0.104 0.333 0.481 0.485 0.459 0.550 0.478 0.495 0.210 0.307 0.290 0.537 0.316 0.322 0.547 0.133 0.030 -0.784 -0.215 -0.334 0.690 -0.551 -0.216 -0.697 0.281 0.377 0.010 0.311 0.298 0.316 0.320 0.191 -1.097 -0.166 -0.363 0.761 -0.556 -0.340 -0.283 0.295 0.354 0.311 0.288 0.298 -0.038 0.326 0.218 -1.068 0.013 -0.359 0.773 -0.542 -0.344 -0.638 0.282 0.306 0.394 0.030 0.340 0.300 0.295 0.226 -1.105 -0.170 -0.358 0.704 -0.543 -0.322 -0.442 0.295 0.363 0.312 0.295 0.316 0.374 0.410 -0.148 -1.168


Density functional theory data (the ωB97M-V functional and the def2-TZVPD basis) for a cluster of 4 separate species, C32H68F5I2N6O5 in total.

XYZ file:
```
118
Properties=species:S:1:pos:R:3:forces:R:3
C -0.63628 2.98680 4.28292 0.3 -0.6 0.2
C -0.69750 1.59099 3.48236 0.3 0.2 1.0
C 0.65826 1.41384 2.65763 -0.1 0.4 1.7
O 0.56960 1.77502 1.26367 -0.8 -0.6 -0.8
C 0.20111 0.65284 0.44204 0.6 -0.7 3.2
N 1.52606 -0.09300 0.32879 1.1 1.8 -3.2
C 1.90357 0.05726 -1.05542 -2.6 -1.2 2.4
N 3.08198 0.21119 -1.62963 -0.5 -0.5 0.2
N 0.58572 -0.05992 -1.76610 3.0 1.2 -1.3
O 0.32435 -1.39852 -1.47900 -0.2 -1.2 0.1
C 0.86105 -2.26632 -2.50615 0.2 -1.9 -1.0
C 1.35158 -3.66086 -1.85624 -0.3 0.1 -0.3
C 2.68380 -3.51171 -0.98513 0.4 -0.5 0.5
C 0.16733 -4.43092 -1.09407 0.1 -0.8 0.0
C -0.14903 -3.87661 0.37034 -0.4 0.5 -0.1
C -1.15327 -4.52452 -2.01088 0.8 1.3 0.4
C -0.33733 0.91383 -1.04417 1.7 -1.7 -0.7
C -1.76592 0.37354 -1.50398 -1.2 0.9 0.4
C -2.60241 -0.38668 -0.38030 -1.4 0.4 -0.5
C -4.18149 -0.14930 -0.68747 0.1 -0.2 0.8
C -4.81377 -1.30710 -1.55590 -0.8 2.1 -0.7
F -4.06075 -1.45862 -2.75638 -1.2 -0.3 2.3
F -6.10529 -0.90027 -1.99702 2.2 -0.8 0.9
C -4.99751 -2.68206 -0.76292 0.3 -1.0 0.6
F -6.25423 -3.21149 -1.00348 3.0 0.6 0.6
F -4.84803 -2.54260 0.65338 -0.4 0.0 -3.4
F -3.94820 -3.52605 -1.16724 -2.5 1.2 0.9
C 0.18189 2.32952 -1.57915 -0.7 0.9 0.7
I 0.79950 2.27435 -3.70790 0.0 0.1 0.7
C -0.87277 3.53277 -1.46431 0.8 0.7 -1.6
C -1.79074 3.76919 -2.76400 -1.0 0.9 1.0
I -2.17020 3.46342 0.28128 0.4 0.0 -0.3
H -1.64394 3.34733 4.65119 1.1 -0.4 -0.6
H -0.11494 3.78448 3.66798 -0.8 -0.8 0.6
H 0.01446 2.79988 5.20282 -0.8 0.4 -1.3
H -1.64742 1.45087 2.87996 1.3 0.3 0.4
H -0.71830 0.77878 4.29416 0.0 1.0 -1.3
H 1.41569 2.13780 3.12248 -1.0 -1.1 -0.8
H 1.04684 0.36511 2.85568 -0.3 1.1 -0.8
H -0.36998 -0.02052 1.15363 -0.2 0.7 -1.5
H 1.55146 -1.03211 0.73621 0.5 0.5 -0.4
H 3.24048 -0.17665 -2.57365 -0.6 1.0 0.4
H 3.90804 0.63490 -1.18418 -0.7 -0.8 0.3
H 0.06020 -2.47485 -3.30011 1.0 0.4 1.2
H 1.75561 -1.85109 -3.06692 -1.0 0.0 0.8
H 1.62250 -4.32780 -2.75103 -0.5 1.1 1.1
H 2.55403 -3.87221 0.09660 0.0 0.5 -1.6
H 3.08627 -2.45253 -0.91233 -0.6 -1.1 -0.2
H 3.54691 -4.14557 -1.39617 -1.3 0.9 0.4
H 0.51606 -5.51429 -0.96248 -0.2 1.5 -0.2
H 0.62537 -3.13610 0.76827 -0.9 -1.0 -0.6
H -0.22525 -4.70985 1.15213 -0.1 1.2 -1.2
H -1.13042 -3.29311 0.30424 1.2 -0.9 0.4
H -1.94707 -5.15580 -1.51133 1.0 0.6 -0.8
H -1.55622 -3.45535 -2.13446 0.3 -1.5 0.2
H -0.85981 -4.86645 -3.05022 -0.5 0.0 1.3
H -2.38675 1.29308 -1.79346 1.0 -1.3 0.5
H -1.73268 -0.25538 -2.46123 0.4 0.9 1.5
H -2.46662 -1.51686 -0.37538 0.4 1.5 0.1
H -2.45259 0.05732 0.66483 0.1 -0.7 -1.6
H -4.69371 -0.09060 0.33663 0.4 -0.4 -1.7
H -4.38389 0.85614 -1.17963 0.3 -1.4 0.3
H 1.12744 2.67854 -1.03274 -1.4 -0.8 -0.6
H -0.24824 4.48797 -1.35802 -1.0 -1.4 0.1
H -2.15468 2.82159 -3.26139 0.7 1.1 0.4
H -2.73071 4.31449 -2.39380 1.3 -0.8 -0.6
H -1.28123 4.50070 -3.46957 -0.6 -1.3 0.7
C -4.83028 -5.52562 1.65923 0.0 0.2 -0.1
C -5.76758 -6.60970 2.18057 0.4 -0.1 0.2
C -6.03493 -6.51667 3.69616 -0.2 -0.3 -0.1
O -4.96893 -6.99353 4.50987 -0.2 0.4 -0.1
C -3.93183 -6.05399 4.73135 0.1 -0.4 0.1
N -5.22864 -7.92358 1.80671 -0.2 0.0 0.2
H -3.78797 -5.71439 1.92490 -0.1 -0.1 0.1
H -4.87401 -5.47464 0.56787 0.0 -0.1 0.1
H -5.10867 -4.54247 2.04685 0.0 -0.1 0.0
H -6.72830 -6.47826 1.67129 0.0 -0.1 0.1
H -6.88895 -7.16106 3.92674 0.1 0.0 0.0
H -6.32372 -5.50076 3.99189 0.1 0.1 0.0
H -4.31093 -5.02998 4.79952 0.0 0.0 -0.1
H -3.17890 -6.12986 3.94363 0.1 0.2 0.0
H -3.44593 -6.30593 5.67594 -0.1 0.0 0.0
H -5.89992 -8.64071 2.07612 0.0 0.0 -0.2
H -4.42847 -8.10617 2.41236 0.0 0.1 -0.1
C 5.01328 5.18427 6.19198 0.1 0.3 0.0
C 4.73531 4.08496 5.17225 -0.1 -0.1 0.4
C 3.23805 3.90930 4.84866 0.1 -0.2 -0.1
O 2.49803 3.21954 5.85012 0.0 0.3 -0.3
C 2.07211 4.03454 6.93133 0.0 -0.3 0.2
N 5.33632 2.83216 5.64789 -0.3 -0.1 -0.2
H 4.75836 4.88668 7.21063 0.0 -0.1 -0.1
H 6.07562 5.44069 6.19272 -0.1 -0.1 0.0
H 4.45370 6.09270 5.95150 0.0 -0.1 0.0
H 5.23827 4.37218 4.24236 -0.1 -0.1 0.0
H 3.15971 3.28982 3.94852 0.0 -0.1 0.1
H 2.76346 4.86839 4.60792 0.0 0.1 0.1
H 1.82323 5.04968 6.60930 0.1 0.0 0.0
H 2.83682 4.05855 7.70961 0.0 0.2 0.0
H 1.17816 3.58019 7.36344 0.0 0.0 -0.1
H 5.22787 2.12244 4.92514 0.2 0.1 0.0
H 4.75395 2.48682 6.41083 0.2 0.1 0.0
C 2.93971 5.40826 -6.67617 -0.1 0.2 0.1
C 3.13465 3.97146 -6.20381 0.1 0.1 -0.4
C 4.58115 3.46183 -6.36001 -0.1 -0.2 0.0
O 4.93844 3.11209 -7.69066 0.1 0.2 0.4
C 5.33793 4.20653 -8.50128 -0.1 -0.2 -0.3
N 2.17779 3.10552 -6.90757 0.2 -0.2 0.2
H 2.92472 5.49456 -7.76393 0.0 -0.1 0.1
H 1.98593 5.80070 -6.31346 0.1 -0.1 0.0
H 3.73186 6.05754 -6.29309 0.0 0.0 0.0
H 2.89419 3.94762 -5.13536 0.1 -0.1 0.0
H 4.67638 2.53744 -5.77971 0.0 0.0 -0.1
H 5.30436 4.16966 -5.93748 0.0 0.1 -0.1
H 5.87544 4.96830 -7.92950 -0.1 0.0 0.0
H 4.47028 4.64486 -8.99803 0.1 0.2 0.0
H 6.00294 3.82450 -9.27773 0.0 -0.1 0.1
H 2.24837 2.16262 -6.52658 0.0 0.1 -0.1
H 2.51357 3.00101 -7.86508 -0.2 0.1 0.1
```
Forces are in eV/Å.

Output
- ΔE to the lowest compared entry with this formula, charge and spin (kJ/mol) = 481.3
- total charge = +1
- HOMO level (Eh) = -0.38981
- energy (eV) = -83239.2918
- maximum force (eV/A) = 3.8
- HOMO-LUMO gap (eV) = 6.2

Here are the Mulliken charges for atoms 1 to 99, given in e: -0.926 -0.253 0.570 -0.204 -1.471 -0.147 -0.664 0.059 -0.761 0.535 -0.688 0.164 -1.029 0.161 -0.470 -1.126 1.643 -1.096 1.754 -1.234 0.681 -0.264 -0.335 0.743 -0.240 -0.280 -0.134 -0.771 0.143 -0.261 -1.224 0.122 0.385 0.248 0.124 0.105 0.320 -0.443 0.298 0.885 0.421 0.366 0.312 0.298 0.209 0.622 0.316 0.098 0.310 0.432 0.017 0.305 -0.155 0.356 -0.006 0.365 0.128 0.071 -1.041 -0.222 0.356 0.475 0.517 0.564 0.336 0.377 0.389 -1.236 0.548 -0.802 -0.404 -0.611 -0.753 0.058 0.307 0.317 0.400 0.384 0.422 0.287 0.192 0.275 0.284 0.308 -1.417 0.231 -0.424 -0.348 -0.804 -0.731 0.281 0.360 0.341 0.432 0.066 0.438 0.365 0.279 0.279